Entry 1:
Here is a structure of composition C58H35N15O2PbS from OMol25. Energies are from ωB97M-V/def2-TZVPD.

The HOMO energy (spin up / spin down) comes out at -0.0619 / -0.0618 hartree. Its strongest force on any atom is 0.0114 Eh/bohr. Its charge is -2. The orbital gap (spin up / spin down) is 5.10 / 5.16 eV. As for the spin multiplicity: 1.

Last column: Löwdin charge in e.
Positions of all 112 atoms, in Å:
Pb  0.01108  0.71604  -0.53608  1.59
C  -2.46918  -4.91852  -3.77056  -0.11
C  -3.24403  -5.08882  -2.61212  -0.10
C  -3.26218  -4.12993  -1.61814  -0.02
C  -2.51278  -2.97042  -1.80359  -0.10
C  -2.27984  -1.81171  -0.96767  -0.29
N  -2.84206  -1.61763  0.20126  0.20
C  -2.54710  -0.68614  1.11122  -0.29
C  -3.41809  -0.25770  2.16883  -0.11
C  -4.73499  -0.57185  2.52043  -0.04
C  -5.33771  0.15432  3.52463  -0.12
C  -4.65772  1.19394  4.19333  -0.12
C  -3.35593  1.50712  3.87161  -0.03
C  -2.73749  0.77985  2.85175  -0.11
C  -1.46820  0.91472  2.21062  -0.26
N  -0.49869  1.89829  2.52367  0.15
C  -0.21933  2.96598  1.54296  -0.41
N  -1.00012  3.23419  0.34902  0.16
C  -0.33028  3.79486  -0.62014  -0.35
N  -0.89128  3.92241  -1.88436  0.17
C  -0.33102  3.21827  -2.83513  -0.36
N  0.77517  2.47535  -2.62948  0.09
C  0.78588  1.20261  -3.08204  -0.44
N  -0.70497  -0.67242  -3.93363  0.02
C  -1.22173  -1.43417  -2.87915  -0.22
N  -1.45979  -0.93688  -1.68680  0.05
C  -1.78918  -2.76757  -2.99954  -0.08
C  -1.74577  -3.75998  -3.97835  -0.03
C  -0.89257  1.77567  -4.73892  -0.10
C  -1.13304  1.56141  -6.08042  -0.03
C  -1.41012  2.64203  -6.91555  -0.10
C  -1.45488  3.92797  -6.40175  -0.11
C  -1.18593  4.15452  -5.05434  -0.03
C  -0.89097  3.09094  -4.22171  -0.09
C  1.04226  4.32620  -0.32829  -0.08
C  1.59126  5.44321  -0.81176  -0.02
C  2.64687  6.11742  -0.04813  -0.07
C  3.06681  5.73437  1.16552  -0.05
C  2.61711  4.45350  1.81719  -0.14
C  1.50197  3.84680  0.99686  -0.28
N  -1.38517  0.05994  1.19914  0.03
H  -2.44217  -5.70987  -4.50995  0.09
H  -3.83619  -5.98953  -2.50200  0.09
H  -3.84669  -4.26029  -0.71653  0.11
H  -5.26455  -1.36593  2.00810  0.10
H  -6.36076  -0.06960  3.80647  0.09
H  -5.17625  1.74809  4.96759  0.08
H  -2.81425  2.30074  4.37147  0.11
H  -1.14741  -3.63223  -4.87084  0.09
H  -1.09555  0.55441  -6.47778  0.10
H  -1.59075  2.47744  -7.97087  0.09
H  -1.68308  4.76295  -7.05336  0.09
H  -1.19245  5.15866  -4.64823  0.11
H  1.18394  5.91690  -1.69623  0.11
H  3.06203  7.02328  -0.47682  0.09
H  3.83251  6.30967  1.67619  0.10
H  3.47988  3.81303  2.01939  0.15
N  5.26324  -7.61020  -4.13270  0.13
C  4.81712  -6.62591  -3.73630  -0.20
C  4.27403  -5.38936  -3.25530  -0.25
C  4.74788  -4.18230  -3.77226  -0.03
C  4.20179  -2.98995  -3.33690  -0.03
C  3.18298  -2.96932  -2.38161  -0.18
C  2.74464  -4.18053  -1.84546  0.00
C  3.26952  -5.38079  -2.28646  -0.02
C  2.57911  -1.67553  -1.97397  -0.10
C  1.97101  -0.91300  -2.95357  -0.24
C  1.54255  -1.48754  -4.24557  0.01
C  0.31202  -1.30341  -4.72850  -0.09
C  -0.56599  0.75435  -3.68234  -0.18
N  1.72523  0.41832  -2.67339  0.11
C  2.63787  -1.36323  -0.56762  -0.27
C  3.53765  -1.91014  0.36308  -0.05
C  3.29588  -1.30904  1.59500  -0.04
C  2.22875  -0.41952  1.39491  -0.33
N  1.83984  -0.45273  0.10878  -0.05
H  5.53749  -4.19150  -4.51259  0.11
H  4.55406  -2.04569  -3.73348  0.12
H  1.95985  -4.16087  -1.10034  0.13
H  2.90274  -6.32022  -1.89376  0.12
H  2.24746  -2.06305  -4.83588  0.10
H  0.00969  -1.66914  -5.70400  0.10
H  -1.28095  0.97445  -2.88281  0.12
H  4.29959  -2.64085  0.13484  0.10
H  3.81814  -1.46498  2.52466  0.09
H  1.94016  -0.00817  3.36603  0.07
N  -3.67456  -0.93933  7.04291  0.07
C  -2.45797  -1.16992  6.36139  -0.35
C  -1.38633  -0.29234  6.51341  -0.05
C  -0.15556  -0.58723  5.94619  -0.08
C  0.01819  -1.75517  5.22280  -0.35
C  -1.05808  -2.60021  5.01875  -0.10
C  -2.29234  -2.31123  5.58359  -0.06
S  1.72421  -2.26991  4.74682  0.68
O  2.44597  -0.93472  4.77168  -0.57
O  2.07802  -3.09276  5.94055  -0.56
N  1.65461  0.35040  2.42345  0.15
C  1.09462  1.63038  2.47265  -0.36
N  1.54847  2.16844  3.73522  0.18
C  1.74979  3.38557  3.97297  -0.10
C  1.58302  4.52403  3.01279  -0.13
C  0.41333  4.31630  1.99627  -0.01
N  1.12028  2.41772  1.18326  0.09
H  -3.84153  0.04353  7.19654  0.06
H  -4.46113  -1.35244  6.56390  0.07
H  -1.52624  0.62265  7.08244  0.10
H  0.69559  0.07444  6.06347  0.10
H  -0.93346  -3.49261  4.41403  0.10
H  -3.13369  -2.98059  5.43054  0.10
H  2.11080  3.61923  4.97685  0.11
H  1.55437  5.48395  3.52761  0.13
H  -0.19825  5.19579  1.81044  0.15

Entry 2:
Here is a structure of composition C58H46BaBr2F5NO3P2 from OMol25. Energies are from ωB97M-V/def2-TZVPD.

The HOMO energy comes out at -0.2730 hartree. Its strongest force on any atom is 0.0895 Eh/bohr. Its charge is 0. The orbital gap is 6.98 eV. As for the spin multiplicity: 1.

Last column: Löwdin charge in e.
Positions of all 118 atoms, in Å:
Ba  -0.34824  0.31741  -0.24918  1.95
C  -3.30179  2.13900  1.38033  -0.02
C  -2.09372  2.25574  2.29873  -0.33
C  -2.22284  2.89350  3.55716  -0.02
C  -1.14836  2.98020  4.38303  -0.02
C  0.10454  2.41915  4.00710  -0.19
C  1.26707  2.43653  4.81849  -0.64
Br  1.23851  3.24899  6.52494  0.77
C  2.41186  1.84676  4.39463  -0.18
C  2.45659  1.20108  3.13257  -0.60
Br  4.05575  0.34496  2.62417  0.80
C  1.37154  1.13333  2.27337  -0.41
O  1.36373  0.49385  1.10981  -0.53
C  0.16134  1.79333  2.74719  -0.12
N  -0.95162  1.73907  1.91103  0.03
H  -4.13204  1.64175  1.90104  0.08
H  -3.06620  1.57371  0.46983  0.05
H  -3.64811  3.12988  1.06835  0.09
H  -3.18531  3.31231  3.84630  0.12
H  -1.23286  3.47092  5.34275  0.08
H  3.29528  1.85962  5.02272  0.09
O  -0.00924  -0.92160  -3.69469  -0.08
C  1.09986  -0.58634  -4.45492  -0.27
C  1.10177  -0.73769  -5.83074  -0.02
C  2.24925  -0.39610  -6.53736  -0.07
C  3.37094  0.07920  -5.86606  -0.08
C  3.35884  0.15928  -4.47616  -0.07
C  2.22935  -0.19389  -3.74014  -0.27
P  2.15400  -0.23393  -1.88898  1.05
C  3.61567  0.79001  -1.43202  -0.37
C  3.42849  2.17851  -1.47821  -0.08
C  4.47389  3.04578  -1.17928  -0.07
C  5.71799  2.53661  -0.81764  -0.09
C  5.90716  1.15996  -0.75333  -0.09
C  4.85913  0.29096  -1.06006  -0.10
C  2.75781  -1.94457  -1.53756  -0.36
C  2.69518  -2.37134  -0.19954  -0.10
C  3.12784  -3.65026  0.15710  -0.08
C  3.61380  -4.52206  -0.81588  -0.09
C  3.68546  -4.10433  -2.13873  -0.09
C  3.26617  -2.82164  -2.49650  -0.09
C  -1.32947  -0.63628  -4.02000  -0.28
C  -1.67702  0.23976  -5.02541  -0.02
C  -3.02175  0.48137  -5.26280  -0.06
C  -3.99794  -0.15333  -4.50851  -0.08
C  -3.62004  -1.01217  -3.47753  -0.08
C  -2.27890  -1.25666  -3.19578  -0.28
P  -1.56369  -2.32443  -1.84330  1.09
C  -2.98783  -2.80235  -0.76696  -0.38
C  -3.00161  -4.07574  -0.18690  -0.10
C  -3.95338  -4.41994  0.77054  -0.08
C  -4.91592  -3.49613  1.16948  -0.09
C  -4.89974  -2.21876  0.62716  -0.09
C  -3.93121  -1.86941  -0.31501  -0.11
C  -1.32830  -3.83898  -2.87110  -0.36
C  -0.03551  -4.18715  -3.23869  -0.09
C  0.19523  -5.23471  -4.13410  -0.07
C  -0.87783  -5.94711  -4.65625  -0.09
C  -2.18247  -5.61484  -4.27576  -0.08
C  -2.40334  -4.56419  -3.39464  -0.09
H  0.22453  -1.12248  -6.33989  0.12
H  2.26214  -0.50628  -7.61830  0.11
H  4.25778  0.37549  -6.41911  0.10
H  4.24788  0.49537  -3.94944  0.11
H  2.45023  2.58096  -1.74233  0.10
H  4.31435  4.12043  -1.22188  0.11
H  6.53509  3.21165  -0.57947  0.10
H  6.87353  0.75707  -0.45872  0.10
H  5.02010  -0.78295  -0.99898  0.10
H  2.34280  -1.67511  0.57141  0.07
H  3.09696  -3.96081  1.19836  0.10
H  3.94554  -5.52086  -0.53974  0.10
H  4.07178  -4.77714  -2.90095  0.10
H  3.33996  -2.50684  -3.53338  0.11
H  -0.91709  0.76118  -5.59486  0.12
H  -3.30186  1.17880  -6.04955  0.11
H  -5.05124  0.02844  -4.70824  0.10
H  -4.38945  -1.49788  -2.89064  0.10
H  -2.26048  -4.81138  -0.49148  0.11
H  -3.93916  -5.41365  1.20942  0.11
H  -5.66614  -3.76816  1.90652  0.11
H  -5.63599  -1.48314  0.94078  0.11
H  -3.90562  -0.85034  -0.68444  0.10
H  0.80052  -3.63852  -2.81904  0.08
H  1.21568  -5.48580  -4.41911  0.10
H  -0.70516  -6.76084  -5.35782  0.10
H  -3.02727  -6.17060  -4.67606  0.10
H  -3.42200  -4.30111  -3.11677  0.11
F  -1.71802  1.29807  -1.72716  -0.40
C  -0.57737  2.26073  -1.90797  -0.37
F  -0.18051  1.97973  -3.20485  -0.02
C  -1.31316  3.58369  -2.01214  -0.62
F  -2.27637  3.64958  -2.95694  0.13
F  -1.89325  3.84576  -0.82165  0.11
F  -0.42223  4.54617  -2.28589  0.14
C  -3.79418  -5.15104  5.97059  -0.04
C  -2.98987  -4.29228  5.01269  -0.24
C  -3.43693  -3.01844  4.64317  -0.01
C  -2.72800  -2.22144  3.76101  -0.17
C  -3.23919  -0.82510  3.43928  -0.02
C  -1.52589  -2.72716  3.22538  -0.09
C  -0.83493  -2.05400  2.11154  -0.14
O  -1.30332  -1.17292  1.39701  -0.25
C  -1.00952  -3.96256  3.65037  -0.18
C  0.33636  -4.53558  3.19967  -0.03
C  -1.77005  -4.73363  4.52638  -0.01
H  -4.85839  -4.90449  5.93222  0.08
H  -3.45972  -4.99597  7.00345  0.09
H  -3.67807  -6.21503  5.74779  0.08
H  -4.37209  -2.63794  5.05764  0.12
H  -4.09060  -0.58367  4.08049  0.09
H  -3.54715  -0.73024  2.39547  0.06
H  -2.45688  -0.07429  3.60543  0.08
H  0.16916  -2.42813  1.86251  0.12
H  1.04769  -3.79156  2.84736  0.05
H  0.20748  -5.27451  2.39740  0.10
H  0.80685  -5.04992  4.03913  0.08
H  -1.38741  -5.70691  4.84135  0.13

Entry 3:
Here is a structure of composition C58H46BrN3O6P2Pd from OMol25. Energies are from ωB97M-V/def2-TZVPD.

The HOMO energy (spin up / spin down) comes out at -0.4268 / -0.4728 hartree. Its strongest force on any atom is 0.0458 Eh/bohr. Its charge is +2. The orbital gap (spin up / spin down) is 7.09 / 5.13 eV. As for the spin multiplicity: 5.

Last column: Löwdin charge in e.
Positions of all 117 atoms, in Å:
Pd  -0.02648  -0.36760  -0.44097  1.06
O  3.62562  1.50471  4.34984  0.11
C  2.56948  1.21325  3.56855  -0.28
C  2.18903  1.89617  2.39622  0.02
C  1.07094  1.51092  1.72996  -0.17
N  0.31996  0.45268  2.05965  0.00
C  0.68028  -0.17228  3.14441  -0.70
Br  -0.33634  -1.69492  3.72427  0.90
C  1.77138  0.13597  3.94941  -0.03
H  4.02287  2.35014  4.08541  0.13
H  2.75839  2.71887  1.97818  0.13
H  0.77864  2.07349  0.85352  0.08
H  2.02955  -0.49530  4.80118  0.12
O  -1.83836  3.77254  0.22171  -0.05
C  -2.72733  4.26517  1.17455  -0.33
C  -2.76072  5.58701  1.52617  0.00
C  -3.80484  6.03718  2.34673  -0.01
C  -4.76150  5.14246  2.82967  -0.04
C  -4.61222  3.77789  2.61273  -0.03
C  -3.59509  3.36086  1.72561  -0.25
P  -2.92684  1.67696  1.61309  1.29
C  -3.43166  0.49069  0.36216  -0.35
C  -2.96074  -0.83623  0.49475  -0.14
C  -3.45667  -1.78751  -0.36398  -0.05
C  -4.43599  -1.47663  -1.31471  -0.02
C  -4.82593  -0.14118  -1.50033  -0.06
C  -4.30095  0.83348  -0.70225  -0.07
C  -2.95389  0.83199  3.21182  -0.38
C  -2.05718  1.32097  4.14216  -0.13
C  -2.01712  0.74901  5.41640  -0.07
C  -2.89990  -0.29064  5.72204  -0.07
C  -3.77995  -0.78176  4.77676  -0.06
C  -3.81943  -0.23440  3.49200  -0.07
C  -2.21437  3.96552  -1.11846  -0.22
C  -3.09468  5.00778  -1.47885  0.02
C  -3.40407  5.20227  -2.80716  -0.05
C  -2.88027  4.38758  -3.76241  -0.06
C  -2.12082  3.28705  -3.38319  -0.06
C  -1.70607  3.05714  -2.07072  -0.24
P  -0.50652  1.63564  -1.82319  1.08
C  1.15207  2.42506  -1.76935  -0.39
C  1.36131  3.75600  -2.06691  -0.08
C  2.64194  4.25722  -2.08294  -0.06
C  3.73817  3.46927  -1.81454  -0.06
C  3.53042  2.14576  -1.50817  -0.05
C  2.25101  1.62019  -1.49133  -0.13
C  -0.53283  0.84380  -3.43938  -0.46
C  0.32262  1.24462  -4.42964  -0.08
C  0.19058  0.72207  -5.72221  -0.04
C  -0.89138  -0.10010  -5.96986  -0.05
C  -1.74039  -0.52363  -4.93966  -0.05
C  -1.52205  -0.09553  -3.64829  -0.11
H  -2.06505  6.30542  1.11188  0.14
H  -3.89852  7.07742  2.58381  0.12
H  -5.60784  5.46207  3.41421  0.12
H  -5.26022  3.05796  3.07839  0.12
H  -2.28558  -1.07737  1.29716  0.07
H  -3.07966  -2.79152  -0.28026  0.10
H  -4.81131  -2.27722  -1.93570  0.12
H  -5.50256  0.09347  -2.30847  0.12
H  -4.55514  1.87193  -0.83431  0.11
H  -1.41983  2.15745  3.88391  0.11
H  -1.30167  1.13993  6.13967  0.12
H  -2.85652  -0.77893  6.68702  0.12
H  -4.50397  -1.56852  5.00610  0.13
H  -4.53552  -0.59469  2.76188  0.12
H  -3.46406  5.66534  -0.72493  0.10
H  -4.05718  6.00959  -3.12535  0.13
H  -3.06028  4.57272  -4.79193  0.11
H  -1.80458  2.61522  -4.18916  0.11
H  0.53061  4.36698  -2.35152  0.11
H  2.79467  5.28274  -2.38413  0.12
H  4.72001  3.88204  -1.91696  0.11
H  4.35560  1.48759  -1.25111  0.12
H  2.14436  0.57440  -1.24381  0.05
H  1.12064  1.97067  -4.22995  0.12
H  0.82988  1.02789  -6.54258  0.12
H  -1.09935  -0.48170  -6.94385  0.11
H  -2.51436  -1.21107  -5.18002  0.10
H  -2.15435  -0.40478  -2.81155  0.09
O  -1.22961  -3.56254  0.95763  0.04
C  -0.03272  -3.36097  0.84116  -0.59
N  0.99004  -4.32209  0.86664  0.17
C  2.30503  -3.71458  0.74219  -0.26
C  1.89109  -2.21546  0.59529  -0.43
O  2.62334  -1.26384  0.29569  0.04
N  0.54588  -2.16023  0.61035  0.03
C  3.12247  -4.12354  1.93014  -0.17
C  3.31983  -5.48587  2.07856  -0.04
C  3.90680  -5.97297  3.23519  -0.05
C  4.37210  -5.08534  4.22128  -0.06
C  4.20600  -3.71452  4.06037  -0.06
C  3.56428  -3.24941  2.91537  -0.02
C  2.94097  -4.04772  -0.60330  -0.08
C  2.04062  -4.47823  -1.72660  -0.22
C  2.80336  -5.04346  -2.90206  -0.01
C  4.14818  -4.99017  -2.99622  -0.07
C  4.88316  -4.24552  -2.02213  -0.03
C  4.26969  -3.89089  -0.78777  -0.01
H  0.87697  -5.15862  1.38868  0.14
H  2.95309  -6.16462  1.31375  0.13
H  3.98340  -7.04814  3.36811  0.11
H  4.92720  -5.44886  5.08053  0.11
H  4.61014  -3.00575  4.77602  0.11
H  3.46954  -2.17102  2.76809  0.11
H  1.38086  -5.26146  -1.36453  0.16
H  2.24471  -5.54920  -3.65145  0.11
H  4.73074  -5.37414  -3.78064  0.10
H  5.94871  -4.05015  -2.11582  0.11
H  4.89916  -3.50988  -0.00596  0.13
C  2.60212  -2.15506  -3.53380  0.07
C  1.48218  -2.24415  -2.56024  -0.45
O  1.13296  -3.42062  -2.00906  0.07
O  0.82722  -1.27002  -2.27417  -0.03
H  2.39696  -2.78848  -4.41145  0.12
H  3.51843  -2.53460  -3.08605  0.08
H  2.62515  -1.08457  -3.79268  0.11